Density functional theory data (ωB97M-V/def2-TZVPD) for a structure of composition C4H8O3.

Results
Multiplicity: 1
LUMO (alpha / beta), eV: 0.42 / -0.77
Charge: 0
E, Ha: -382.7426
Molecular weight, g mol⁻¹: 104.1
Highest occupied orbital energy (alpha / beta), eV: -8.586 / -6.990

Last column: Mulliken charge in e.
CARTESIAN COORDINATES (ANGSTROEM)
H1 0.284 -0.100 -2.412  0.33
H2 2.052 -0.812 1.483  0.31
H3 -0.385 -0.588 1.713  0.39
O1 1.399 -1.188 0.854  -0.52
H4 -1.201 1.483 0.641  0.08
C1 -0.254 0.441 -1.626  -1.10
H5 -0.843 -2.230 0.027  0.37
H6 -1.232 0.717 -2.036  0.34
C2 0.727 1.159 1.137  -0.23
C3 -0.443 -0.427 -0.413  0.28
O2 -0.984 -1.602 -0.702  -0.50
O3 1.867 1.280 1.515  -0.40
C4 0.296 -0.328 0.882  0.24
H7 0.292 1.354 -1.379  0.33
H8 -1.574 0.840 0.316  0.08

***

Density functional theory data (ωB97M-V/def2-TZVPD) for a cluster of 3 separate species, C2H4ClO4P in total.

Results
Multiplicity: 1
LUMO, eV: 4.87
Charge: -2
E, Ha: -1181.3147
Molecular weight, g mol⁻¹: 158.5
Highest occupied orbital energy, eV: -2.564

Last column: Mulliken charge in e.
CARTESIAN COORDINATES (ANGSTROEM)
O1 1.745 0.023 -3.056  -0.66
C1 -1.159 -1.723 -1.811  -0.97
Cl1 -5.782 7.659 14.742  -1.00
C2 1.922 0.174 -1.877  0.84
O2 2.809 -0.467 -1.135  -0.39
O3 1.498 -0.335 1.158  -0.50
P1 2.315 0.535 0.315  0.08
H1 -1.235 -1.068 -0.953  0.23
H2 -2.145 -1.928 -2.212  0.31
H3 -0.543 -1.244 -2.560  0.19
O4 1.263 1.023 -1.107  -0.36
H4 -0.688 -2.649 -1.505  0.23

***

Density functional theory data (ωB97M-V/def2-TZVPD) for an isolated molecule of C8H7N3O.

Results
Multiplicity: 1
LUMO, eV: -0.29
Charge: 0
SMILES string: [H]/N=C1/C(C#N)=CCC[C@]1(O)C#N
E, Ha: -548.4657
Molecular weight, g mol⁻¹: 161.2
Highest occupied orbital energy, eV: -10.415

Last column: Mulliken charge in e.
CARTESIAN COORDINATES (ANGSTROEM)
C1 0.751 -0.697 -0.442  0.39
H1 -1.326 2.499 -0.014  0.31
O1 -1.470 -1.899 -0.734  -0.60
C2 2.808 0.497 -0.019  -0.22
N1 -0.543 -1.471 2.473  -0.48
C3 0.680 1.592 0.407  -0.50
H2 -1.029 1.429 1.481  0.44
H3 0.752 -2.094 -1.668  0.21
C4 1.395 0.510 0.100  0.57
C5 -0.746 -1.122 1.387  -0.04
C6 -0.849 -0.835 -0.001  1.09
N2 1.381 -1.398 -1.286  -0.67
N3 3.942 0.346 0.030  -0.46
C7 -0.781 1.581 0.500  -0.49
H4 -2.442 0.291 -0.218  0.46
C8 -1.442 0.476 -0.343  -1.21
H5 1.291 2.463 0.572  0.46
H6 -0.943 -2.670 -0.751  0.38
H7 -1.428 0.501 -1.474  0.35

***

Density functional theory data (ωB97M-V/def2-TZVPD) for an isolated molecule of C5H9NO.

Results
Multiplicity: 1
LUMO, eV: 0.90
Charge: 0
SMILES string: [H]/N=C1/CCCCO1
E, Ha: -325.9004
Molecular weight, g mol⁻¹: 99.1
Highest occupied orbital energy, eV: -9.961

Last column: Mulliken charge in e.
CARTESIAN COORDINATES (ANGSTROEM)
H1 -0.891 1.877 0.753  0.31
C1 -0.537 -1.202 0.308  -0.65
C2 1.401 0.343 0.020  0.48
H2 -0.517 -1.290 1.399  0.32
C3 -0.773 1.334 -0.193  -0.47
H3 2.605 1.623 0.616  0.28
H4 1.586 -1.732 0.318  0.28
H5 0.949 -1.292 -1.271  0.28
H6 -1.247 1.936 -0.973  0.26
H7 -0.967 -2.136 -0.068  0.30
C4 0.902 -1.057 -0.199  -0.40
N1 2.505 0.606 0.578  -0.72
H8 -2.289 0.030 0.547  0.27
C5 -1.443 -0.046 -0.144  -0.44
H9 -1.836 -0.274 -1.139  0.30
O1 0.614 1.328 -0.512  -0.42

***

Density functional theory data (ωB97M-V/def2-TZVPD) for a cluster of 2 separate species, C2H6NO3 in total.

Results
Multiplicity: 1
LUMO, eV: 4.36
Charge: -1
E, Ha: -360.3481
Molecular weight, g mol⁻¹: 92.1
Highest occupied orbital energy, eV: -4.016

Last column: Mulliken charge in e.
CARTESIAN COORDINATES (ANGSTROEM)
H1 2.148 0.630 1.839  0.26
H2 -1.851 -1.476 -1.628  0.33
C1 0.685 -0.275 0.686  -0.33
O1 0.277 1.830 -0.355  -0.75
H3 0.710 1.353 1.843  0.29
H4 1.527 -0.886 0.345  0.22
O2 -2.743 -1.146 -1.718  -0.67
C2 0.413 0.599 -0.532  0.57
H5 -2.637 -0.218 -1.574  0.33
N1 1.160 0.439 1.881  -0.67
O3 0.435 0.099 -1.693  -0.75
H6 -0.124 -0.951 0.906  0.18

***

Density functional theory data (ωB97M-V/def2-TZVPD) for a structure of composition C14H19IN4ORuS3.

Results
Multiplicity: 1
LUMO (alpha / beta), eV: -7.39 / -7.39
Charge: +2
E, Ha: -2425.7512
Molecular weight, g mol⁻¹: 583.5
Highest occupied orbital energy (alpha / beta), eV: -14.071 / -14.072

Last column: Mulliken charge in e.
CARTESIAN COORDINATES (ANGSTROEM)
S1 1.534 1.451 -0.978  -0.25
C1 1.954 1.469 0.709  0.11
H1 1.413 3.392 1.136  0.25
H2 2.332 -1.876 -2.641  0.26
C2 -0.116 -2.173 0.613  -0.52
N1 0.298 -1.813 -0.657  0.53
H3 -1.593 3.091 1.186  0.37
H4 -4.123 -0.714 -2.452  0.45
H5 1.985 -3.581 -2.960  0.45
H6 0.778 -2.350 -3.347  0.26
N2 2.567 0.501 1.366  0.00
C3 0.973 -2.762 -1.268  0.40
H7 2.805 -0.375 0.934  0.18
H8 -3.788 -1.038 -0.737  0.33
H9 4.039 0.873 2.833  0.32
O1 -1.503 -1.441 -2.556  -0.25
C4 2.957 0.904 2.726  -0.45
S2 -2.124 0.494 2.746  -0.11
H10 2.509 0.243 3.465  0.29
C5 -2.046 2.295 0.594  -1.28
H11 -1.685 2.382 -0.429  0.14
H12 -3.125 2.454 0.604  0.43
C6 1.551 -2.638 -2.634  -1.15
C7 -1.699 0.959 1.158  0.39
H13 1.651 2.463 3.587  0.29
C8 -0.861 -1.125 1.288  -0.95
C9 -3.522 -0.412 -1.594  -1.50
N3 1.807 2.532 1.480  -0.05
H14 0.633 1.328 -3.545  0.55
C10 -0.381 1.263 -3.151  -1.17
H15 -3.693 0.632 -1.346  0.30
C11 -1.388 -1.035 2.530  -0.06
I1 -1.679 0.859 -4.771  0.08
H16 -1.374 -1.770 3.318  0.50
H17 0.052 -3.948 1.893  0.47
H18 3.193 3.079 2.975  0.33
C12 -2.099 -0.641 -1.893  0.85
S3 1.127 -4.158 -0.303  -0.08
H19 -0.632 2.236 -2.724  0.45
C13 2.405 2.348 2.811  -0.46
N4 -1.054 0.014 0.514  1.03
C14 0.247 -3.426 0.970  -0.16
Ru1 -0.320 0.016 -1.448  0.43

***

Density functional theory data (ωB97M-V/def2-TZVPD) for a cluster of 2 separate species, C6H5ClN2O3S in total.

Results
Multiplicity: 1
LUMO, eV: -0.09
Charge: 0
E, Ha: -1425.1611
Molecular weight, g mol⁻¹: 220.6
Highest occupied orbital energy, eV: -9.727

Last column: Mulliken charge in e.
CARTESIAN COORDINATES (ANGSTROEM)
H1 1.070 -3.498 0.211  0.44
S1 0.067 2.777 -0.785  0.76
H2 1.149 -2.271 2.362  0.32
H3 -1.380 -0.595 -1.735  0.44
O1 0.689 4.253 -1.134  -0.47
C1 -0.168 -0.743 1.537  0.34
Cl1 -0.420 2.040 -2.756  -0.24
C2 -0.742 -0.875 -0.894  -0.70
H4 -0.192 -2.794 -1.679  0.36
O2 1.123 1.964 -0.244  -0.41
O3 -1.341 0.951 0.712  -0.16
N1 -0.371 0.261 2.513  -0.34
C3 -0.798 -0.272 0.358  0.97
C4 0.491 -1.971 1.497  -0.30
N2 -1.011 1.199 2.040  -0.26
H5 1.550 4.463 -1.568  0.35
C5 0.432 -2.730 0.369  -0.77
C6 -0.149 -2.158 -0.804  -0.34

***

Density functional theory data (ωB97M-V/def2-TZVPD) for an isolated molecule of C6H13N.

Results
Multiplicity: 1
LUMO, eV: 1.04
Charge: 0
SMILES string: C=C(C)CCCN
E, Ha: -291.1363
Molecular weight, g mol⁻¹: 99.2
Highest occupied orbital energy, eV: -9.072

Last column: Mulliken charge in e.
CARTESIAN COORDINATES (ANGSTROEM)
C1 -0.812 -0.526 -0.356  -1.09
H1 0.318 -1.529 1.877  0.29
C2 0.184 0.353 -1.142  -0.40
H2 -0.390 -0.349 3.092  0.29
H3 2.160 1.042 -0.549  0.22
H4 1.839 -0.697 -2.700  0.24
H5 -2.000 1.350 2.335  0.37
C3 -1.887 1.094 1.286  -1.26
N1 2.418 -0.535 -1.888  -0.59
C4 -0.991 -0.088 1.070  0.96
C5 -0.324 -0.674 2.058  -1.10
H6 -0.480 -1.568 -0.395  0.36
H7 -0.004 0.207 -2.208  0.47
H8 2.797 -1.426 -1.601  0.25
H9 -0.036 1.404 -0.932  0.21
H10 -1.752 -0.504 -0.909  0.40
H11 1.714 -0.519 0.090  0.20
H12 -1.499 1.957 0.743  0.28
H13 -2.908 0.902 0.930  0.30
C6 1.653 0.106 -0.800  -0.40

***

Density functional theory data (ωB97M-V/def2-TZVPD) for an isolated molecule of C12H15N3.

Results
Multiplicity: 1
LUMO, eV: 0.75
Charge: 0
SMILES string: CCc1cccn1N(C)c1ccncc1
E, Ha: -630.4726
Molecular weight, g mol⁻¹: 201.3
Highest occupied orbital energy, eV: -8.168

Last column: Mulliken charge in e.
CARTESIAN COORDINATES (ANGSTROEM)
H1 -2.911 0.496 0.650  0.38
C1 0.785 1.801 -0.327  0.62
C2 0.156 0.701 -2.223  -0.34
N1 -1.012 0.093 -0.115  -0.04
N2 -0.061 0.844 -0.856  0.34
H2 1.179 0.108 1.959  0.31
H3 -2.107 1.859 -0.359  0.34
C3 1.582 1.127 2.019  -1.16
H4 -2.831 -1.772 0.629  0.29
C4 -0.807 -1.280 0.064  0.60
C5 1.553 2.264 -1.390  -0.63
C6 0.515 -1.804 -0.095  -0.12
H5 -0.186 2.162 1.472  0.24
N3 -0.256 -3.974 0.601  -0.63
H6 1.368 -1.099 -0.216  0.33
C7 0.841 2.153 1.105  -0.58
H7 -0.521 0.091 -2.798  0.42
H8 2.618 1.028 1.703  0.31
H9 2.421 2.933 -1.303  0.39
C8 0.724 -3.151 0.193  -0.52
H10 -2.869 0.362 -1.124  0.30
H11 1.492 3.019 1.231  0.32
C9 -1.802 -2.109 0.488  -0.38
C10 -1.489 -3.454 0.739  -0.47
C11 -2.299 0.748 -0.258  -1.03
H12 1.673 1.579 -3.519  0.41
H13 1.541 1.502 3.042  0.38
C12 1.209 1.525 -2.533  -0.78
H14 1.726 -3.571 0.129  0.35
H15 -2.233 -4.180 1.093  0.35

***

Density functional theory data (ωB97M-V/def2-TZVPD) for a structure of composition BeCl3.

Results
Multiplicity: 2
LUMO (alpha / beta), eV: -4.06 / -5.27
Charge: 0
E, Ha: -1395.1497
Molecular weight, g mol⁻¹: 115.4
Highest occupied orbital energy (alpha / beta), eV: -10.837 / -10.778
Expectation value of S²: 0.75

Last column: Mulliken charge in e.
CARTESIAN COORDINATES (ANGSTROEM)
Cl1 1.807 -2.280 0.802  -0.48
Cl2 0.394 1.518 1.439  0.06
Be1 -0.192 -0.623 -0.524  0.90
Cl3 -2.009 1.386 -1.717  -0.48

***

Density functional theory data (ωB97M-V/def2-TZVPD) for a cluster of 2 separate species, C4H8NO2 in total.

Results
Multiplicity: 1
LUMO, eV: 3.99
Charge: -1
E, Ha: -362.4954
Molecular weight, g mol⁻¹: 102.1
Highest occupied orbital energy, eV: -3.927

Last column: Mulliken charge in e.
CARTESIAN COORDINATES (ANGSTROEM)
H1 1.751 -1.108 -2.456  0.24
C1 0.394 0.168 -1.338  0.28
O1 -1.435 -0.172 1.331  -0.72
H2 -0.178 -0.497 4.180  0.20
N1 -0.947 -0.484 3.532  -0.52
H3 1.096 0.251 -3.354  0.28
C2 -0.575 -0.035 2.231  0.62
H4 -1.476 1.001 -0.848  0.29
H5 0.615 0.035 -0.286  0.23
H6 -1.202 0.575 -2.636  0.22
O2 0.577 0.452 2.141  -0.76
H7 2.352 0.507 -2.109  0.26
C3 1.457 -0.056 -2.372  -1.02
H8 -1.604 -1.240 3.597  0.20
C4 -0.826 0.605 -1.613  -0.80

***

Density functional theory data (ωB97M-V/def2-TZVPD) for an isolated molecule of C3H4N2O.

Results
Multiplicity: 1
LUMO, eV: 0.85
Charge: 0
SMILES string: Nc1cnoc1
E, Ha: -301.3760
Molecular weight, g mol⁻¹: 84.1
Highest occupied orbital energy, eV: -8.953

Last column: Mulliken charge in e.
CARTESIAN COORDINATES (ANGSTROEM)
H1 -0.176 1.802 1.068  0.23
N1 -0.405 1.635 0.097  -0.52
C1 -0.064 0.299 -0.209  0.50
H2 -0.150 2.447 -0.457  0.25
H3 0.486 -0.625 -2.313  0.38
N2 0.156 -1.892 0.650  -0.30
C2 0.275 -0.525 -1.241  -0.49
C3 -0.135 -0.687 0.999  -0.18
O1 0.420 -1.922 -0.661  -0.19
H4 -0.408 -0.532 2.068  0.31